1.
{
  "formula": "C24H25N3O5",
  "method": "ωB97M-V with the def2-TZVPD basis set",
  "homo_energy_ev": -7.41,
  "fmax_ev_per_a": 1.30,
  "total_energy_ha": -1469.9982,
  "smiles": "COc1ccc(OCC(=O)Nc2ccc(N3CCN(C(=O)c4ccco4)CC3)cc2)cc1",
  "orbital_gap_ev": 8.088,
  "total_charge": 0,
  "lumo_ev": 0.7,
  "de_lowest_kj_mol": 253.3,
  "symbols": ["C", "O", "C", "C", "C", "C", "O", "C", "C", "O", "N", "C", "C", "C", "C", "N", "C", "C", "N", "C", "O", "C", "C", "C", "C", "O", "C", "C", "C", "C", "C", "C", "H", "H", "H", "H", "H", "H", "H", "H", "H", "H", "H", "H", "H", "H", "H", "H", "H", "H", "H", "H", "H", "H", "H", "H", "H"],
  "xyz": [[1.768, -6.958, -1.250], [1.974, -5.568, -1.217], [1.128, -4.771, -1.936], [0.064, -5.224, -2.709], [-0.727, -4.322, -3.394], [-0.481, -2.955, -3.328], [-1.313, -2.163, -4.074], [-1.178, -0.774, -3.969], [-1.506, -0.256, -2.555], [-2.081, -0.933, -1.737], [-1.092, 1.025, -2.373], [-1.152, 1.783, -1.191], [-0.331, 2.897, -1.073], [-0.274, 3.616, 0.102], [-1.035, 3.243, 1.214], [-0.941, 3.899, 2.447], [0.122, 4.866, 2.637], [1.502, 4.158, 2.756], [1.264, 2.739, 2.925], [1.546, 1.921, 1.870], [2.347, 2.268, 1.013], [0.882, 0.620, 1.726], [1.092, -0.261, 0.692], [0.148, -1.296, 0.842], [-0.575, -0.974, 1.951], [-0.144, 0.173, 2.493], [0.339, 2.484, 4.001], [-1.050, 3.090, 3.647], [-1.950, 2.199, 1.032], [-2.001, 1.471, -0.137], [0.584, -2.501, -2.557], [1.374, -3.403, -1.870], [2.546, -7.387, -0.618], [1.868, -7.357, -2.265], [0.787, -7.230, -0.848], [-0.163, -6.276, -2.785], [-1.554, -4.666, -3.993], [-0.174, -0.446, -4.278], [-1.914, -0.362, -4.667], [-0.558, 1.456, -3.115], [0.302, 3.190, -1.898], [0.407, 4.449, 0.143], [0.116, 5.591, 1.824], [-0.105, 5.406, 3.561], [2.064, 4.541, 3.613], [2.104, 4.279, 1.856], [1.838, -0.154, -0.067], [0.012, -2.147, 0.208], [-1.394, -1.465, 2.437], [0.748, 2.969, 4.895], [0.267, 1.418, 4.196], [-1.776, 2.296, 3.505], [-1.403, 3.733, 4.459], [-2.639, 1.932, 1.817], [-2.684, 0.643, -0.225], [0.805, -1.449, -2.465], [2.199, -3.058, -1.267]],
  "forces_ev_per_angstrom": [[-0.03, -0.19, 0.00], [-0.01, 0.32, -0.03], [0.05, 0.17, 0.02], [0.17, -0.15, 0.15], [-0.04, 0.42, -0.06], [0.10, -0.36, 0.00], [-0.06, 0.05, 0.05], [-0.08, -0.13, 0.04], [0.13, -0.03, -0.42], [-0.11, -0.10, 0.06], [0.17, 0.22, -0.27], [0.00, 0.26, 0.30], [-0.20, -0.27, -0.08], [-0.13, 0.11, 0.16], [-0.18, -0.02, -0.38], [-0.24, 0.34, 0.21], [-0.04, 0.03, -0.01], [0.23, 0.11, -0.23], [0.15, 0.11, 0.17], [0.34, 0.26, 0.18], [-0.05, -0.27, -0.10], [0.36, -0.64, -1.07], [0.04, 0.58, 0.63], [-0.35, 0.02, 0.46], [0.06, -0.55, -0.57], [-0.03, 0.28, 0.37], [-0.18, -0.18, 0.22], [-0.03, -0.09, 0.13], [0.07, 0.11, 0.01], [-0.03, -0.08, -0.07], [-0.17, 0.07, -0.17], [0.04, -0.33, 0.02], [-0.08, -0.02, -0.06], [-0.02, 0.01, 0.03], [0.03, 0.00, -0.03], [0.01, -0.10, 0.01], [-0.10, -0.04, -0.07], [-0.11, 0.00, 0.04], [0.15, 0.02, 0.10], [-0.09, -0.20, 0.03], [0.12, 0.02, -0.08], [0.12, 0.05, 0.08], [0.04, 0.03, 0.07], [0.00, 0.02, -0.10], [-0.01, 0.01, -0.06], [-0.05, 0.05, 0.17], [0.17, 0.11, -0.15], [-0.11, -0.20, -0.10], [-0.11, 0.01, 0.14], [-0.02, -0.08, -0.05], [0.03, 0.16, 0.09], [0.01, 0.06, 0.05], [-0.02, -0.10, -0.03], [-0.02, -0.02, 0.07], [-0.04, -0.03, 0.00], [0.02, 0.13, -0.01], [0.11, 0.05, 0.08]]
}


2.
{
  "formula": "C5H10NO",
  "method": "ωB97M-V with the def2-TZVPD basis set",
  "homo_energy_ev": -13.88,
  "fmax_ev_per_a": 3.42,
  "total_energy_ha": -326.1507,
  "orbital_gap_ev": 9.998,
  "total_charge": 1,
  "lumo_ev": -3.9,
  "de_lowest_kj_mol": 344.2,
  "symbols": ["C", "C", "C", "C", "C", "N", "O", "H", "H", "H", "H", "H", "H", "H", "H", "H", "H"],
  "xyz": [[-0.003, 0.426, 0.931], [1.626, -1.451, -0.127], [2.119, -0.014, -0.504], [0.026, 1.943, 0.855], [-2.871, -1.446, -0.682], [0.886, -0.178, 0.259], [-1.960, -0.865, -0.174], [1.221, -2.169, -0.844], [1.952, -1.937, 0.747], [2.917, 0.577, -0.086], [1.919, 0.138, -1.622], [-0.773, 2.275, 0.162], [1.029, 2.267, 0.505], [-0.256, 2.432, 1.798], [-3.147, -2.481, -0.473], [-3.597, -1.009, -1.480], [-0.473, -0.173, 1.660]],
  "forces_ev_per_angstrom": [[2.11, 1.72, -0.10], [-0.54, 2.46, 0.76], [-2.14, -1.36, -2.30], [-0.59, -0.31, 0.05], [-1.95, 0.14, -1.73], [1.38, -1.73, -1.65], [0.25, 0.21, 0.10], [-0.22, 0.89, -0.18], [0.89, -0.37, 0.91], [0.22, -0.33, 0.37], [0.42, 0.16, 1.76], [0.52, -0.23, 0.02], [-0.83, -0.06, 0.18], [0.35, -0.40, -0.10], [0.31, -0.40, 0.45], [1.23, -0.03, 1.09], [-1.41, -0.37, 0.36]]
}


3.
{
  "formula": "CH16O7",
  "method": "ωB97M-V with the def2-TZVPD basis set",
  "homo_energy_ev": [-14.87, -14.60],
  "fmax_ev_per_a": 1.55,
  "total_energy_ha": -573.9533,
  "orbital_gap_ev": [11.626, 4.113],
  "total_charge": 1,
  "lumo_ev": [-3.2, -10.5],
  "de_lowest_kj_mol": 62.7,
  "spin_multiplicity": 2,
  "s_squared": 0.756,
  "symbols": ["C", "O", "H", "H", "H", "H", "O", "H", "H", "O", "H", "H", "O", "H", "H", "O", "H", "H", "O", "H", "H", "O", "H", "H"],
  "xyz": [[-0.150, 0.325, 0.416], [-0.830, 0.908, -0.693], [0.917, 0.533, 0.334], [-0.475, 0.841, 1.320], [-0.271, -0.755, 0.333], [-0.922, 1.830, -0.441], [-0.615, 3.558, 0.221], [-1.548, 3.736, 0.102], [-0.375, 4.052, 1.005], [-3.008, -0.823, -0.804], [-2.187, -0.366, -0.621], [-2.751, -1.737, -0.926], [1.664, -1.761, -0.955], [1.067, -2.373, -0.524], [2.414, -1.700, -0.364], [3.788, -0.960, 0.542], [3.670, -0.076, 0.193], [3.673, -0.862, 1.487], [-1.740, -1.953, 2.488], [-1.253, -2.141, 3.290], [-1.965, -1.025, 2.556], [0.605, 0.378, -3.193], [0.184, 0.802, -2.445], [0.109, -0.431, -3.320]],
  "forces_ev_per_angstrom": [[-0.65, -0.28, -0.86], [1.10, -1.04, 0.31], [0.64, 0.12, -0.22], [-0.11, -0.35, 0.28], [-0.20, 0.33, 0.58], [0.04, 1.47, 0.03], [-0.11, -0.71, -0.33], [-0.41, 0.45, -0.07], [0.22, 0.14, 0.29], [-0.14, 0.08, 0.01], [-0.11, 0.10, -0.07], [-0.15, -0.41, -0.02], [-0.92, 0.23, -0.84], [-0.27, -0.43, 0.07], [1.10, 0.21, 0.61], [-0.27, -0.22, -0.13], [0.26, 0.38, -0.19], [0.15, -0.08, 0.41], [0.24, 0.01, -0.45], [0.08, -0.18, 0.31], [-0.31, 0.18, 0.11], [0.72, 0.08, -0.06], [-0.61, 0.59, 0.49], [-0.28, -0.68, -0.27]]
}